Molecular formula: C9H14
Method: DFT, ωB97M-V/def2-TZVPD

Calculated values
- Total charge: 0
- SMILES: Cc1ccccc1.CC
- Molecular weight: 122.211 g/mol
- Energy above the lowest of the compared OMol25 structures with the same formula, charge and spin: 30.5 kcal per mole
- Strongest force on any atom: 3.374 eV/A
- HOMO-LUMO gap: 10.09 eV

Cartesian coordinates (Å):
C: 0.3157 2.7994 -2.6556
C: 0.0875 1.5411 -1.8263
C: 1.0523 1.0812 -0.9431
C: 0.8487 -0.1220 -0.2224
C: -0.2215 -0.9260 -0.5967
C: -1.0885 -0.4871 -1.5706
C: -0.9815 0.7455 -2.2222
H: 0.6362 3.5411 -1.8768
H: -0.5858 3.0544 -3.1876
H: 1.2931 2.8095 -3.1498
H: 1.9168 1.5779 -0.5247
H: 1.4173 -0.2960 0.6804
H: -0.4135 -1.8197 -0.0101
H: -1.8818 -1.1126 -1.9701
H: -1.7712 1.0122 -2.9067
C: 0.0132 -2.4260 2.9185
C: -0.1536 -0.9001 2.8981
H: -0.8860 -2.9413 2.5405
H: 0.7160 -2.7645 2.1526
H: 0.3813 -2.7420 3.9056
H: 0.1227 -0.5057 1.9185
H: 0.3764 -0.5451 3.7750
H: -1.1938 -0.5742 2.8735

Cartesian forces (eV/Å) of the 3 atoms listed first:
C 1.537 0.512 2.960
C 0.806 0.698 -2.576
C -0.395 -1.574 2.134

natural (NBO) population analysis, charges in e, atoms 1 to 4: number 1, C, carries -0.642; number 2, C, carries 0.006; number 3, C, carries -0.241; number 4, C, carries -0.188

=====

Molecular formula: C3H5IrMgO3
Method: DFT, ωB97M-V/def2-TZVPD

Calculated values
- Total charge: +1
- Molecular weight: 305.592 g/mol
- Energy above the lowest of the compared OMol25 structures with the same formula, charge and spin: 0.0 kcal per mole
- Strongest force on any atom: 4.020 eV/A
- HOMO-LUMO gap (alpha / beta): 7.87 / 6.40 eV
- <S²>: 8.764
- Spin multiplicity: 6

Cartesian coordinates (Å):
O: -0.2762 -2.3423 -0.6437
C: -0.2163 -2.4947 0.6671
C: -0.0031 -1.4640 1.5075
O: 0.2304 -0.2238 0.9017
C: -0.1776 0.9289 1.6266
Ir: 0.0440 -0.5018 -1.0661
H: -0.3752 -3.4963 1.0886
H: -0.0063 -1.4892 2.5953
H: 0.6876 1.3412 2.1631
H: -0.9894 0.6815 2.3254
Mg: 0.2952 2.2197 -3.2439
O: -0.2063 0.8685 -2.0963
H: -0.5317 1.6931 0.8951

Cartesian forces (eV/Å) of the 3 atoms listed first:
O 0.282 -0.455 -0.179
C -0.197 -0.427 2.377
C -0.253 -1.546 0.421

natural (NBO) population analysis, charges in e, atoms 1 to 4: number 1, O, carries -0.702; number 2, C, carries 0.113; number 3, C, carries -0.041; number 4, O, carries -0.583